[1]
The following is a DFT calculation (ωB97M-V/def2-TZVPD) of a cluster of 12 separate species, C41H111N5O12 in total in a non-equilibrium geometry.

## Properties
Structure (SMILES) = COC[C@H](C)N.COC[C@H](C)N.COC[C@H](C)N.COC[C@H](C)N.COC[C@H](C)N.CC(C)O.CC(C)O.CC(C)O.CC(C)O.CC(C)O.CC(C)O.CC(C)O
E_HOMO = -8.93 eV
ΔE to the lowest compared entry with this formula, charge and spin = 2.265 eV
Total energy = -2805.17565 Eh

ORCA input file:
```
! RIJCOSX wB97M-V def2-TZVPD def2/J DEFGRID3
* xyz 0 1
C -1.76 -3.02 2.56
O -1.59 -1.72 3.09
C -2.85 -1.14 3.54
C -2.36 0.05 4.40
C -1.60 1.10 3.57
N -1.67 -0.48 5.57
H -0.78 -3.36 2.23
H -2.48 -3.11 1.76
H -2.15 -3.60 3.35
H -3.34 -0.73 2.65
H -3.46 -1.88 4.03
H -3.28 0.45 4.84
H -1.18 1.88 4.20
H -2.26 1.55 2.77
H -0.76 0.55 3.15
H -1.36 0.33 6.11
H -0.80 -0.86 5.24
C -2.21 -5.20 -0.79
O -1.17 -4.77 -1.60
C 0.02 -4.53 -0.79
C 1.19 -4.09 -1.63
C 1.44 -5.24 -2.66
N 2.34 -3.61 -0.84
H -1.95 -6.17 -0.42
H -3.18 -5.16 -1.23
H -2.18 -4.56 0.13
H -0.20 -3.83 0.01
H 0.21 -5.56 -0.36
H 0.81 -3.25 -2.31
H 2.20 -5.06 -3.49
H 0.45 -5.45 -3.06
H 1.79 -6.10 -2.14
H 3.07 -3.55 -1.54
H 2.57 -4.37 -0.19
C 1.81 5.38 -2.33
O 2.35 4.27 -3.04
C 1.34 3.29 -3.36
C 2.01 2.24 -4.22
C 2.60 2.79 -5.50
N 1.12 1.09 -4.55
H 1.14 5.90 -3.02
H 2.62 6.07 -2.11
H 1.32 5.12 -1.39
H 0.92 2.85 -2.45
H 0.42 3.65 -3.87
H 2.74 1.86 -3.50
H 1.84 3.23 -6.13
H 3.09 1.97 -5.99
H 3.41 3.50 -5.36
H 0.58 0.86 -3.74
H 0.56 1.27 -5.35
C 3.07 -4.07 2.65
O 3.96 -4.44 1.60
C 4.93 -3.44 1.30
C 5.74 -4.02 0.17
C 6.57 -5.16 0.71
N 6.67 -2.99 -0.26
H 2.07 -3.78 2.22
H 3.45 -3.28 3.28
H 3.01 -5.02 3.17
H 4.42 -2.48 1.05
H 5.62 -3.41 2.13
H 4.99 -4.35 -0.57
H 6.04 -5.94 1.26
H 7.17 -4.61 1.45
H 7.17 -5.68 -0.04
H 7.31 -3.42 -0.94
H 6.23 -2.08 -0.50
C -3.61 0.21 -0.23
O -2.38 -0.04 -0.86
C -1.26 0.67 -0.42
C -0.02 -0.17 -0.39
C 1.18 0.61 0.12
N 0.34 -0.69 -1.71
H -3.91 1.26 -0.27
H -3.51 -0.04 0.85
H -4.36 -0.48 -0.66
H -1.13 1.55 -1.05
H -1.41 0.94 0.67
H -0.19 -1.02 0.37
H 1.59 1.28 -0.67
H 1.97 -0.08 0.37
H 0.97 1.23 0.99
H -0.52 -1.03 -2.07
H 1.02 -1.41 -1.51
C -6.59 2.76 -0.74
C -5.34 3.47 -0.25
C -5.59 4.90 0.16
O -4.93 2.71 0.94
H -6.99 3.31 -1.60
H -7.38 2.88 0.03
H -6.45 1.74 -1.06
H -4.54 3.41 -1.01
H -5.77 5.56 -0.69
H -4.76 5.31 0.73
H -6.49 4.85 0.75
H -4.06 3.05 1.17
C 4.87 -0.32 -2.28
C 4.26 -0.94 -3.53
C 4.72 -0.27 -4.80
O 4.39 -2.35 -3.52
H 4.66 0.71 -2.45
H 5.94 -0.43 -2.09
H 4.27 -0.70 -1.46
H 3.18 -0.80 -3.35
H 5.69 0.26 -4.64
H 4.05 0.50 -5.22
H 4.92 -0.90 -5.65
H 3.90 -2.64 -4.30
C 2.08 -1.14 4.96
C 2.87 0.13 4.57
C 3.55 0.00 3.23
O 2.01 1.31 4.52
H 1.64 -1.07 5.98
H 2.78 -1.98 4.96
H 1.19 -1.40 4.31
H 3.57 0.32 5.40
H 4.04 0.93 2.92
H 2.79 -0.17 2.44
H 4.28 -0.80 3.23
H 1.96 1.74 5.38
C 0.12 5.31 2.27
C -0.47 4.00 1.75
C -1.93 4.07 1.40
O 0.20 3.66 0.58
H 1.16 5.23 2.55
H -0.36 5.57 3.20
H -0.02 6.11 1.57
H -0.39 3.12 2.43
H -2.58 3.83 2.23
H -2.12 3.32 0.64
H -2.16 5.07 0.94
H 0.98 3.12 0.75
C -7.05 -1.68 -3.38
C -5.72 -1.37 -2.69
C -4.91 -2.58 -2.34
O -4.93 -0.44 -3.43
H -7.01 -2.17 -4.38
H -7.74 -0.85 -3.47
H -7.61 -2.39 -2.75
H -6.08 -0.85 -1.76
H -4.66 -3.15 -3.22
H -5.45 -3.17 -1.64
H -3.99 -2.22 -1.87
H -4.05 -0.37 -2.99
C -6.34 -1.69 1.76
C -6.73 -0.25 2.05
C -8.00 -0.05 2.89
O -5.62 0.28 2.75
H -6.17 -2.13 2.73
H -5.43 -1.70 1.18
H -7.16 -2.24 1.34
H -6.89 0.40 1.19
H -7.89 0.99 3.18
H -8.04 -0.62 3.83
H -8.88 -0.28 2.26
H -5.40 1.13 2.41
C 5.23 3.09 0.39
C 5.81 4.20 -0.51
C 5.94 3.73 -1.89
O 4.93 5.36 -0.53
H 4.45 2.55 -0.18
H 4.81 3.55 1.30
H 5.93 2.30 0.71
H 6.76 4.54 -0.10
H 6.28 4.60 -2.49
H 4.92 3.56 -2.33
H 6.60 2.83 -1.99
H 4.36 5.26 0.19
*
```

=====

[2]
The following is a DFT calculation (ωB97M-V/def2-TZVPD) of a cluster of 11 separate species, C41H112N8O14 in total in a non-equilibrium geometry.

## Properties
Structure (SMILES) = COC[C@H](C)N.COC[C@H](C)N.COC[C@H](C)N.COC[C@H](C)N.COC[C@H](C)N.COCCNCCOC.COCCNCCOC.COCCNCCOC.CO.CO.CO
E_HOMO = -8.50 eV
Total energy = -3120.31912 Eh

ORCA input file:
```
! RIJCOSX wB97M-V def2-TZVPD def2/J DEFGRID3
* xyz 0 1
C -6.06 -1.29 -4.22
O -4.84 -1.49 -4.97
C -4.05 -2.48 -4.20
C -3.25 -3.40 -5.19
C -4.24 -4.37 -5.83
N -2.31 -4.22 -4.41
H -5.81 -1.05 -3.22
H -6.66 -2.22 -4.11
H -6.55 -0.39 -4.75
H -3.34 -1.95 -3.57
H -4.65 -3.10 -3.56
H -2.73 -2.75 -5.89
H -5.02 -3.82 -6.38
H -4.65 -5.02 -5.08
H -3.73 -4.99 -6.59
H -1.52 -3.66 -4.13
H -1.95 -5.01 -5.00
C 5.93 2.29 -2.77
O 5.80 2.53 -1.36
C 4.42 2.66 -0.98
C 4.07 3.03 0.43
C 4.63 2.06 1.47
N 2.56 3.18 0.68
H 6.78 2.82 -3.10
H 5.00 2.62 -3.33
H 6.06 1.18 -3.02
H 3.98 3.45 -1.58
H 3.88 1.79 -1.27
H 4.62 3.94 0.69
H 4.39 2.51 2.46
H 5.74 2.04 1.39
H 4.30 1.04 1.39
H 1.96 2.54 0.17
H 2.24 4.14 0.46
C 0.83 0.23 1.82
O 0.17 0.55 0.61
C 0.42 -0.33 -0.41
C -0.68 -0.56 -1.40
C -0.15 -1.49 -2.48
N -1.10 0.77 -1.92
H 0.59 1.08 2.47
H 1.89 0.08 1.69
H 0.45 -0.69 2.20
H 1.30 0.02 -1.00
H 0.54 -1.44 -0.02
H -1.40 -1.13 -0.83
H -0.73 -1.40 -3.38
H -0.16 -2.44 -1.97
H 0.84 -1.19 -2.77
H -1.62 1.28 -1.21
H -1.86 0.63 -2.70
C -2.87 4.21 -1.38
O -2.96 5.55 -1.87
C -2.36 5.74 -3.13
C -0.83 5.39 -3.25
C -0.05 6.17 -2.23
N -0.51 5.81 -4.70
H -3.88 3.86 -1.32
H -2.39 4.19 -0.40
H -2.40 3.44 -1.99
H -2.83 5.17 -3.94
H -2.50 6.83 -3.38
H -0.62 4.33 -3.20
H -0.44 5.96 -1.24
H -0.34 7.22 -2.41
H 1.01 6.05 -2.23
H 0.47 6.12 -4.72
H -1.01 6.67 -4.97
C 2.33 2.85 6.60
O 0.95 2.50 6.64
C 0.83 1.10 6.44
C -0.57 0.76 6.14
C -0.97 -0.68 6.46
N -0.71 1.07 4.67
H 2.32 3.88 6.93
H 2.76 2.62 5.61
H 2.94 2.21 7.26
H 1.45 0.89 5.53
H 1.30 0.53 7.30
H -1.07 1.39 6.83
H -0.37 -1.36 5.82
H -2.05 -0.82 6.20
H -0.85 -0.95 7.49
H -0.37 2.04 4.60
H -1.70 1.13 4.36
C 6.49 -8.11 1.78
O 7.06 -6.86 1.31
C 6.09 -6.14 0.51
C 6.76 -4.81 0.17
N 5.82 -3.94 -0.48
C 6.24 -2.54 -0.73
C 5.08 -1.71 -1.06
O 4.46 -2.20 -2.13
C 3.39 -1.38 -2.57
H 5.48 -7.83 2.04
H 7.02 -8.39 2.65
H 6.41 -8.79 0.92
H 5.19 -5.89 1.06
H 5.86 -6.69 -0.43
H 7.66 -5.07 -0.38
H 7.12 -4.46 1.09
H 5.35 -4.31 -1.31
H 7.01 -2.51 -1.54
H 6.68 -2.03 0.18
H 5.35 -0.63 -1.10
H 4.38 -1.74 -0.20
H 3.00 -1.73 -3.56
H 3.65 -0.34 -2.71
H 2.47 -1.44 -1.91
C -2.84 -2.14 2.46
O -2.35 -3.38 1.96
C -2.67 -3.52 0.60
C -1.48 -4.20 -0.10
N -0.28 -3.54 0.29
C 0.93 -4.30 -0.07
C 2.12 -3.69 0.58
O 2.20 -4.20 1.90
C 3.20 -3.56 2.62
H -2.37 -1.29 1.90
H -2.58 -2.03 3.56
H -3.90 -2.09 2.32
H -2.68 -2.51 0.21
H -3.64 -4.00 0.37
H -1.58 -4.22 -1.19
H -1.53 -5.30 0.16
H -0.26 -3.43 1.27
H 1.14 -4.23 -1.12
H 0.87 -5.35 0.25
H 2.12 -2.62 0.60
H 3.06 -3.94 0.04
H 3.34 -4.15 3.53
H 2.97 -2.53 2.95
H 4.20 -3.55 2.16
C -4.67 1.35 5.48
O -4.38 2.22 4.41
C -5.38 3.17 4.03
C -5.43 3.14 2.52
N -4.13 3.38 1.87
C -3.24 2.23 1.83
C -3.74 0.96 1.19
O -4.30 1.42 -0.06
C -5.08 0.53 -0.97
H -5.60 0.85 5.28
H -4.78 1.89 6.41
H -3.88 0.65 5.65
H -5.14 4.15 4.55
H -6.42 2.93 4.31
H -6.15 3.88 2.10
H -6.02 2.19 2.34
H -4.30 3.66 0.92
H -2.93 2.01 2.85
H -2.27 2.47 1.47
H -4.47 0.40 1.79
H -2.89 0.22 1.00
H -5.73 -0.13 -0.34
H -4.40 -0.03 -1.56
H -5.65 1.28 -1.58
C 1.03 1.05 -4.71
O 1.28 1.30 -3.30
H -0.01 0.77 -4.91
H 1.19 2.01 -5.29
H 1.65 0.22 -5.00
H 0.34 1.20 -2.79
C 1.24 4.27 3.78
O 1.25 2.91 3.30
H 2.22 4.69 3.75
H 0.71 4.99 3.21
H 0.91 4.26 4.82
H 1.73 2.87 2.42
C -3.43 1.93 -4.52
O -2.93 0.70 -4.20
H -4.49 2.00 -4.19
H -2.84 2.71 -4.05
H -3.47 2.05 -5.64
H -3.45 0.11 -4.79
*
```

=====

[3]
The following is a DFT calculation (ωB97M-V/def2-TZVPD) of a structure of composition C41H24Cl5IrN5O2 in a non-equilibrium geometry.

## Properties
E_HOMO = -10.24 eV
ΔE to the lowest compared entry with this formula, charge and spin = 0.000 eV
Total energy = -4406.29912 Eh

ORCA input file:
```
! RIJCOSX wB97M-V def2-TZVPD def2/J DEFGRID3
* xyz 1 1
Ir -1.61 2.37 0.12
C 6.00 -8.93 -1.94
O 6.09 -7.96 -0.91
C 5.28 -6.89 -0.96
C 4.38 -6.64 -2.00
C 3.58 -5.50 -1.94
C 3.66 -4.62 -0.87
C 4.58 -4.88 0.15
C 5.37 -6.00 0.11
C 2.81 -3.44 -0.78
N 2.98 -2.44 0.07
C 1.95 -1.58 -0.16
C 1.13 -2.06 -1.16
N 1.69 -3.24 -1.55
C -0.08 -1.40 -1.55
C -0.99 -1.82 -2.54
C -2.13 -1.09 -2.74
C -2.40 0.02 -1.93
N -1.56 0.42 -0.99
C -0.39 -0.23 -0.85
C 0.53 0.35 0.09
N 0.23 1.58 0.59
C 1.03 2.12 1.50
C 2.19 1.48 1.95
C 2.53 0.25 1.44
C 1.69 -0.33 0.47
H 6.67 -9.74 -1.66
H 6.31 -8.52 -2.90
H 4.98 -9.32 -2.02
H 4.31 -7.30 -2.85
H 2.91 -5.31 -2.77
H 4.65 -4.18 0.97
H 6.08 -6.21 0.90
H 1.35 -3.88 -2.25
H -0.78 -2.70 -3.13
H -2.85 -1.37 -3.50
H -3.33 0.56 -2.03
H 0.75 3.09 1.87
H 2.81 1.98 2.69
H 3.42 -0.27 1.75
Cl -5.56 4.90 -5.38
C -4.33 4.32 -4.33
C -4.65 3.84 -3.07
Cl -6.29 3.81 -2.53
C -3.65 3.38 -2.23
Cl -4.05 2.75 -0.65
C -2.29 3.38 -2.59
O -1.34 2.98 -1.80
C -1.99 3.87 -3.88
Cl -0.34 3.86 -4.35
C -2.98 4.33 -4.73
Cl -2.57 4.91 -6.28
C -2.06 6.65 0.59
C -2.34 6.76 1.95
C -2.30 5.63 2.74
C -2.00 4.40 2.17
C -1.78 4.27 0.79
C -1.80 5.42 0.01
C -1.87 3.16 2.92
C -1.61 3.14 4.31
C -1.35 1.97 4.94
C -1.42 0.76 4.22
C -1.20 -0.50 4.82
C -1.31 -1.65 4.10
C -1.68 -1.59 2.74
C -1.90 -0.38 2.13
C -1.72 0.82 2.84
N -1.87 2.03 2.20
H -2.06 7.54 -0.03
H -2.59 7.72 2.38
H -2.53 5.71 3.80
H -1.60 5.37 -1.05
H -1.57 4.08 4.84
H -1.10 1.95 6.00
H -0.97 -0.53 5.88
H -1.14 -2.61 4.57
H -1.81 -2.50 2.18
H -2.23 -0.33 1.11
*
```